C65H62AsN2OP2RbS3Si as an isolated structure. Source: the Open Molecules 2025 dataset; level of theory: ωB97M-V with the def2-TZVPD basis set.

```
138
Properties=species:S:1:pos:R:3:forces:R:3:mulliken_charge:R:1
Rb -0.823708 -0.487146 1.000370 -0.2042 0.2556 0.0710 0.7663
S -1.409848 0.453693 -2.693858 0.0486 -0.0217 0.1033 -0.9105
P 0.453739 -0.360650 -2.591471 -0.0856 -0.2283 -0.1529 1.4141
C 1.177370 -0.456703 -1.131567 0.3148 0.2284 -0.0671 -0.6771
P 2.353554 -1.280042 -0.327994 0.0074 -0.2070 -0.0647 1.7552
S 2.276755 -1.405987 1.684225 -0.0498 0.0101 -0.0402 -0.5413
C 2.528580 -3.019700 -0.938892 0.0209 -0.0056 0.0362 -0.0476
C 1.898584 -4.059179 -0.258474 0.0202 0.0156 -0.0043 -0.7102
C 1.877729 -5.344505 -0.781706 0.0281 -0.0003 0.0045 -0.5812
C 2.496611 -5.615641 -1.994945 0.0131 0.0029 0.0415 -0.5275
C 3.137570 -4.591451 -2.677464 0.0139 0.0202 -0.0060 -0.7311
C 3.151264 -3.307016 -2.151097 -0.0076 -0.0070 -0.0275 0.3982
C 4.047141 -0.609593 -0.620682 0.0731 -0.0692 0.0349 -0.2201
C 5.180829 -1.332407 -0.244294 -0.0068 0.0583 -0.0234 -0.5795
C 6.443500 -0.776953 -0.374257 -0.0052 0.0106 0.0042 -0.7433
C 6.589808 0.518627 -0.866476 0.0344 -0.0190 -0.0012 -0.8400
C 5.468870 1.245724 -1.233766 -0.0612 0.0049 0.0040 -0.7472
C 4.203092 0.678023 -1.115620 0.0301 0.0087 -0.0271 0.2966
C 1.461047 0.500895 -3.895686 0.0571 0.0405 0.0248 0.0251
C 0.945279 1.446455 -4.773531 -0.0543 -0.0339 -0.0374 -1.0357
C 1.759981 2.091815 -5.698117 -0.0286 -0.0092 0.0291 -0.5366
C 3.111771 1.787685 -5.764169 0.0263 -0.0114 -0.0006 -0.7677
C 3.637324 0.824737 -4.910415 0.0028 0.0071 0.0008 -0.6169
C 2.815871 0.190279 -3.991109 0.0076 0.0686 0.0308 0.3846
C 0.247125 -2.006493 -3.403013 -0.0213 0.0196 -0.0798 0.1497
C -0.283835 -3.033289 -2.624277 0.0023 -0.0181 -0.0176 -0.2456
C -0.465621 -4.303593 -3.144244 -0.0203 0.0375 0.0031 -0.0615
C -0.113238 -4.573370 -4.461172 -0.0119 0.0106 -0.0188 -0.7806
C 0.415369 -3.561046 -5.247590 0.0041 -0.0037 0.0060 -0.7293
C 0.591691 -2.285584 -4.722048 -0.0084 -0.0045 0.0008 -0.5952
H 1.426484 -3.842948 0.692932 -0.0019 0.0024 0.0107 0.4132
H 1.369523 -6.134861 -0.240796 -0.0007 -0.0006 -0.0017 0.4123
H 2.472959 -6.616512 -2.410542 -0.0061 0.0018 -0.0019 0.3754
H 3.614760 -4.786899 -3.631118 -0.0010 -0.0017 0.0068 0.3630
H 3.654186 -2.518558 -2.699079 -0.0057 0.0094 -0.0028 0.0330
H 5.056964 -2.325899 0.171491 0.0141 0.0001 -0.0012 0.4381
H 7.317977 -1.346910 -0.080153 0.0012 0.0036 -0.0021 0.3434
H 7.577663 0.957102 -0.955040 -0.0036 -0.0017 0.0008 0.3536
H 5.566972 2.259145 -1.606187 0.0013 -0.0052 0.0029 0.4654
H 3.314650 1.234273 -1.391680 -0.0056 0.0063 -0.0331 0.2291
H -0.115241 1.656547 -4.723878 0.0014 0.0104 -0.0106 0.3503
H 1.334974 2.832205 -6.367048 0.0018 -0.0006 -0.0029 0.3711
H 3.753231 2.293897 -6.476623 -0.0033 0.0002 0.0006 0.3252
H 4.691822 0.576829 -4.948006 -0.0004 0.0024 -0.0042 0.4256
H 3.233857 -0.541084 -3.313771 0.0036 -0.0038 0.0309 0.0062
H -0.541469 -2.827664 -1.592254 -0.0113 -0.0009 -0.0001 0.1874
H -0.874571 -5.084577 -2.514625 0.0025 0.0017 -0.0069 0.4524
H -0.246316 -5.569634 -4.867392 0.0023 0.0016 -0.0046 0.3758
H 0.696111 -3.760213 -6.276102 -0.0032 -0.0066 -0.0021 0.3805
H 1.003957 -1.506058 -5.351571 -0.0115 -0.0104 0.0048 0.3680
C -2.019339 3.807559 -3.673274 -0.0710 0.0015 0.0015 -1.0693
C -1.663247 4.252926 -2.297113 0.0106 -0.0194 -0.0061 1.3487
C -1.083018 5.450937 -1.991294 -0.0113 0.0443 0.0055 -1.2548
C -0.748327 5.676549 -0.641490 0.0131 -0.0031 0.0057 1.1988
N -1.111330 4.877682 0.334438 -0.0734 0.0086 0.0254 -0.2145
C -1.773892 3.726013 0.047000 0.0677 -0.0188 -0.0474 -0.3280
S -2.371669 2.676692 1.192901 -0.0038 0.0573 0.0393 -0.2435
N -1.935106 3.406701 -1.288494 0.0473 0.0123 -0.0055 0.3077
C 0.090523 6.860336 -0.259996 -0.0392 0.0115 -0.0021 -1.0524
H -1.708722 4.546141 -4.409352 0.0312 -0.0115 -0.0026 0.3577
H -3.099813 3.662017 -3.740991 0.0111 0.0305 -0.0182 0.3443
H -1.566427 2.835092 -3.873085 0.0249 -0.0040 0.0115 -0.0292
H -0.819700 6.154575 -2.767017 -0.0028 -0.0100 -0.0034 0.3135
H -2.148905 2.427683 -1.507931 -0.0409 -0.0118 -0.0067 -0.1460
H 0.404755 7.429464 -1.134310 -0.0146 0.0079 0.0034 0.3565
H 0.973163 6.501261 0.269947 0.0125 -0.0105 0.0003 0.0138
H -0.463827 7.507548 0.421144 0.0141 -0.0168 0.0203 0.3375
C 5.615934 2.004880 4.280814 0.0025 0.0037 -0.0022 -0.5242
C 4.609806 2.761692 4.863155 -0.0072 -0.0086 -0.0140 -0.7954
C 3.390812 2.922298 4.212417 0.0064 -0.0062 -0.0029 -0.1929
C 3.164063 2.322954 2.976935 0.0566 0.0687 -0.0391 -0.4114
C 4.176637 1.552934 2.406751 0.0097 -0.0051 0.0539 0.1806
C 5.395902 1.401193 3.048970 0.0058 -0.0082 0.0103 -0.7697
As 1.457234 2.451401 2.012809 0.0068 -0.0897 0.1218 1.0673
C 2.131857 3.334856 0.400291 0.0367 0.0228 0.0062 1.1923
C 3.260527 4.152420 0.373833 -0.0180 -0.0176 0.0015 0.2904
C 3.687117 4.727520 -0.815677 -0.0158 -0.0108 -0.0229 -1.4243
C 2.994826 4.477617 -1.995610 0.0222 -0.0110 0.0085 -0.6983
C 1.883542 3.646855 -1.981985 -0.0042 -0.0124 -0.0060 -0.3254
C 1.456227 3.074514 -0.789704 -0.0169 -0.0024 0.0235 -0.7424
C 0.772142 3.994216 3.013768 -0.0694 0.0408 -0.0026 0.3303
C -0.250129 3.732587 3.919478 -0.0347 0.0176 -0.0256 -0.8713
C -0.783777 4.747247 4.703600 -0.0049 0.0164 -0.0005 -0.7115
C -0.304901 6.042843 4.581301 -0.0065 -0.0123 0.0080 -0.4445
C 0.712776 6.315702 3.676340 0.0235 0.0015 -0.0216 -0.6537
C 1.246609 5.295946 2.902295 0.0181 -0.0050 0.0312 0.0720
H 6.565892 1.879321 4.787685 -0.0016 0.0021 -0.0006 0.3548
H 4.770255 3.232550 5.826466 -0.0040 -0.0024 -0.0012 0.3718
H 2.616165 3.523590 4.672973 0.0217 -0.0062 0.0102 0.4067
H 4.010114 1.053194 1.463247 -0.0075 -0.0228 -0.0278 0.4634
H 6.164927 0.794839 2.585545 -0.0020 0.0044 -0.0010 0.4894
H 3.824856 4.319446 1.284700 0.0126 -0.0058 -0.0066 0.5607
H 4.571210 5.355007 -0.824805 0.0022 0.0017 -0.0013 0.3364
H 3.338292 4.905867 -2.930481 -0.0028 0.0030 0.0033 0.3842
H 1.366049 3.412274 -2.904315 0.0019 -0.0084 0.0026 0.3054
H 0.625841 2.375169 -0.800122 0.0283 -0.0045 -0.0083 0.0287
H -0.654214 2.729994 3.994089 0.0049 0.0033 -0.0025 0.4229
H -1.588192 4.525570 5.394287 0.0024 0.0021 -0.0005 0.3690
H -0.727742 6.839160 5.182680 0.0012 0.0006 -0.0014 0.3222
H 1.089671 7.326994 3.570100 -0.0011 -0.0021 0.0022 0.3710
H 2.043438 5.518835 2.204593 0.0140 0.0224 -0.0275 0.3402
C -4.381626 -5.785368 1.392617 -0.0100 0.0069 -0.0011 -1.8874
C -3.362243 -4.646195 1.329603 0.0289 0.0089 -0.0002 2.5269
C -2.078974 -5.036243 2.071638 0.0147 0.0053 -0.0076 -1.9033
C -2.997067 -4.420279 -0.143160 -0.0094 -0.0008 0.0019 -2.3572
Si -3.991439 -2.949790 1.982038 -0.0949 -0.1059 -0.0431 -1.0574
O -2.959063 -1.793280 1.756614 -0.1113 -0.1525 0.1532 0.1779
C -5.626947 -2.623128 1.049660 0.0011 -0.0434 -0.0185 0.3495
C -5.596274 -1.760627 -0.049683 -0.0108 0.0058 0.0013 -0.5917
C -6.736543 -1.505641 -0.802641 0.0088 0.0021 0.0018 -0.6075
C -7.942295 -2.106610 -0.465293 0.0071 -0.0013 0.0195 -0.3891
C -8.000145 -2.958146 0.631165 -0.0045 0.0033 -0.0095 -0.6631
C -6.853523 -3.207494 1.375393 0.0132 0.0057 0.0019 -0.1361
C -4.590008 -3.122201 3.797508 0.0090 0.0434 0.0030 0.4806
C -5.133296 -1.959511 4.359846 0.0000 0.0186 0.0163 -0.3435
C -5.609947 -1.922719 5.662048 0.0068 -0.0140 -0.0068 -0.6133
C -5.556837 -3.063822 6.454217 0.0066 -0.0002 -0.0195 -0.3929
C -5.018855 -4.227870 5.927310 -0.0008 0.0013 0.0071 -0.7776
C -4.543696 -4.249459 4.619109 -0.0034 -0.0002 0.0027 0.0156
H -3.952818 -6.699265 0.957140 -0.0026 0.0008 0.0027 0.4931
H -5.280578 -5.538997 0.821512 0.0002 -0.0046 0.0053 0.3948
H -4.694715 -6.023133 2.411988 0.0050 0.0045 -0.0132 0.2992
H -1.638024 -5.939259 1.625906 -0.0060 0.0013 -0.0008 0.4497
H -2.248322 -5.239420 3.131950 -0.0103 0.0018 -0.0024 0.3410
H -1.338603 -4.235251 2.007361 -0.0076 -0.0015 0.0081 0.2709
H -2.551312 -5.330583 -0.568089 -0.0058 0.0009 0.0003 0.5659
H -2.278110 -3.606187 -0.247304 0.0048 0.0071 -0.0055 0.4618
H -3.874172 -4.163855 -0.744216 0.0069 -0.0037 0.0062 0.3017
H -4.657403 -1.278897 -0.303193 -0.0048 -0.0036 -0.0037 0.6595
H -6.682563 -0.833830 -1.651872 -0.0029 -0.0031 0.0021 0.4075
H -8.834007 -1.908167 -1.049603 -0.0022 0.0001 0.0001 0.3295
H -8.940354 -3.423620 0.907829 0.0018 0.0009 -0.0021 0.3679
H -6.917023 -3.865903 2.237667 0.0017 0.0049 -0.0055 0.3767
H -5.172449 -1.057674 3.756511 0.0034 -0.0101 0.0021 0.3687
H -6.019860 -1.002015 6.061980 -0.0017 -0.0026 0.0033 0.3663
H -5.926063 -3.042538 7.473289 -0.0008 0.0010 0.0012 0.3367
H -4.963130 -5.124516 6.535324 -0.0018 0.0059 0.0036 0.3620
H -4.123296 -5.174932 4.245107 0.0013 0.0107 -0.0017 0.0480
```
Forces are in eV/Å.

The HOMO-LUMO gap comes out at 0.21343 Eh. As for the spin multiplicity: 1. The net charge is -2. The calculation puts the energy above the lowest of the compared OMol25 structures with the same formula, charge and spin at 4.3 kcal/mol. The LUMO energy comes out at 3.65 eV.